{
  "formula": "H12O6",
  "method": "wB97M-V/def2-TZVPD",
  "species": ["O", "H", "H", "O", "H", "H", "O", "H", "H", "O", "H", "H", "O", "H", "H", "O", "H", "H"],
  "xyz": [[-2.56, -0.46, -1.84], [-2.00, -0.99, -1.28], [-3.36, -0.56, -1.32], [2.50, -0.47, 1.72], [2.40, -1.12, 1.03], [3.47, -0.31, 1.78], [1.14, 1.65, 0.60], [1.37, 1.25, -0.29], [1.47, 1.10, 1.31], [-1.04, 2.35, -1.20], [-0.34, 1.71, -1.14], [-0.59, 3.21, -1.14], [-0.54, -2.12, -1.06], [-0.52, -2.95, -0.59], [-0.12, -1.44, -0.55], [-0.77, -0.42, 1.19], [-0.40, 0.41, 1.03], [-0.11, -0.84, 1.76]],
  "homo_ev": -10.3,
  "de_lowest_kcal_mol": 42.7,
  "e_tot_ev": -12479.261,
  "gap_ev": 10.0,
  "smiles": "O.O.O.O.O.O",
  "lumo_ev": -0.242
}